Here is the molecule C4H7NO from OMol25. Energies are from ωB97M-V/def2-TZVPD.

Cartesian coordinates (Å):
C -1.3462 0.2302 -0.5448
C 0.1644 0.0213 -0.7301
C 1.0653 0.7702 0.2551
N 0.8407 0.0065 1.4991
C 0.4858 -1.1352 1.0817
O 0.3810 -1.3432 -0.2660
H -1.7886 -0.7681 -0.4502
H -1.5825 0.7974 0.3613
H -1.8040 0.7067 -1.4077
H 0.4794 0.1383 -1.7720
H 2.1203 0.6568 -0.0490
H 0.8299 1.8334 0.3728
H 0.1404 -1.9450 1.7151

Properties
HOMO energy, eV: -9.794
Electronic energy, eV: -7798.2628
M, g/mol: 85.11
Energy relative to the best compared isomer or geometry (same formula, charge and spin), kJ/mol: 133.3
Gap between HOMO and LUMO, Eh: 0.398
2S+1: 1

***

Here is the molecule C20H21FN4O2 from OMol25. Energies are from ωB97M-V/def2-TZVPD.

Cartesian coordinates (Å):
C -2.6654 -3.1663 -0.2839
N -1.9340 -1.9833 0.0726
C -2.4312 -0.8138 0.5933
N -1.5097 0.0755 0.8270
C -0.3272 -0.5010 0.4500
C 0.9643 0.0043 0.4838
C 1.9944 -0.8100 0.0355
C 1.7396 -2.1051 -0.4391
C 0.4596 -2.6166 -0.4758
C -0.5736 -1.8089 -0.0295
H 0.2871 -3.6165 -0.8450
H 2.5676 -2.7043 -0.7767
N 3.2913 -0.2778 0.0700
C 4.4770 -0.8610 -0.2564
O 4.6132 -2.0104 -0.6243
C 5.6541 0.0519 -0.1026
C 6.8689 -0.5227 0.2626
C 8.0025 0.2525 0.4084
C 7.9090 1.6115 0.1648
C 6.7223 2.2061 -0.2263
C 5.5926 1.4193 -0.3572
H 4.6739 1.8786 -0.6931
H 6.6952 3.2655 -0.4268
F 9.0074 2.3797 0.3021
H 8.9476 -0.1775 0.6994
H 6.9049 -1.5883 0.4292
H 3.3335 0.6648 0.4317
H 1.1479 1.0022 0.8511
C -3.8841 -0.6118 0.8656
N -4.3117 0.7173 0.4806
C -5.6687 1.0024 0.9053
C -5.9994 2.4540 0.5573
O -5.8667 2.6941 -0.8232
C -4.5556 2.4001 -1.2464
C -4.1860 0.9487 -0.9463
H -3.1511 0.7700 -1.2416
H -4.8496 0.2765 -1.5240
H -4.5292 2.5931 -2.3202
H -3.8400 3.0588 -0.7339
H -7.0349 2.6868 0.8120
H -5.3227 3.1152 1.1180
H -5.7411 0.8623 1.9859
H -6.3992 0.3352 0.4098
H -4.0531 -0.7130 1.9437
H -4.4721 -1.3967 0.3528
H -1.9631 -3.9212 -0.6313
H -3.2073 -3.5625 0.5779
H -3.3774 -2.9576 -1.0866

Properties
HOMO energy, eV: -8.021
Electronic energy, eV: -33854.3373
M, g/mol: 368.41
Energy relative to the best compared isomer or geometry (same formula, charge and spin), kJ/mol: 139.3
Gap between HOMO and LUMO, Eh: 0.318
2S+1: 1

***

Repeat the first record exactly.
Here is the molecule C4H7NO from OMol25. Energies are from ωB97M-V/def2-TZVPD.

Cartesian coordinates (Å):
C -1.3462 0.2302 -0.5448
C 0.1644 0.0213 -0.7301
C 1.0653 0.7702 0.2551
N 0.8407 0.0065 1.4991
C 0.4858 -1.1352 1.0817
O 0.3810 -1.3432 -0.2660
H -1.7886 -0.7681 -0.4502
H -1.5825 0.7974 0.3613
H -1.8040 0.7067 -1.4077
H 0.4794 0.1383 -1.7720
H 2.1203 0.6568 -0.0490
H 0.8299 1.8334 0.3728
H 0.1404 -1.9450 1.7151

Properties
HOMO energy, eV: -9.794
Electronic energy, eV: -7798.2628
M, g/mol: 85.11
Energy relative to the best compared isomer or geometry (same formula, charge and spin), kJ/mol: 133.3
Gap between HOMO and LUMO, Eh: 0.398
2S+1: 1

***

What is the 2S+1 in the first record? 1